# 1
The following is a DFT calculation (ωB97M-V/def2-TZVPD) of a cluster of 2 separate species, C2H10NO2 in total in a non-equilibrium geometry.

```
15
C2H10NO2 (ωB97M-V/def2-TZVPD)
C -0.94989 0.07798 -1.18429
O -0.45464 1.36724 -0.80325
C -1.32275 -0.65354 0.10454
N -0.12473 -0.63505 1.00052
H -0.17398 -0.40138 -1.78028
H -1.86600 0.13206 -1.77312
H -1.17656 1.99158 -0.95812
H -2.18560 -0.22780 0.57703
H -1.56377 -1.69025 -0.11546
H 0.51641 -1.37575 0.68398
H -0.37782 -0.93707 1.93791
H 0.50097 0.18855 0.96441
H 3.40387 0.24746 0.95758
H 2.99839 1.42284 0.12240
O 2.77609 0.49314 0.26616
```

The calculation puts the highest occupied orbital energy at -15.19 eV. As for the orbital gap: 11.767 eV. The charge is +1. The value obtained for the LUMO energy is -3.420 eV. The total energy is -287.1832 hartree. As for the relative energy (zero: lowest compared OMol25 entry of this formula, charge and spin): 8.2 kcal/mol.

=====

# 2
The following is a DFT calculation (ωB97M-V/def2-TZVPD) of a cluster of 3 separate species, C2H10NO2 in total in a non-equilibrium geometry.

```
15
C2H10NO2 (ωB97M-V/def2-TZVPD)
C 0.56161 -1.11786 -1.18608
C -1.28521 -1.76826 0.19882
N -0.45253 -0.88836 -0.15904
H 0.36901 -0.34674 -1.96022
H 0.67042 -2.13750 -1.55231
H 1.58445 -0.96163 -0.78797
H -1.46495 -2.61440 -0.51620
H -2.00671 -1.75709 1.00064
H -0.38393 -0.00013 0.38101
H -1.52729 2.28213 -0.41138
H -0.80441 1.95055 0.72291
O -1.55939 1.55994 0.23968
H 2.41307 1.54721 1.98496
H 2.07054 2.14911 0.55749
O 1.81533 2.10303 1.48768
```

The calculation puts the highest occupied orbital energy at -15.36 eV. As for the orbital gap: 10.500 eV. The charge is +1. The value obtained for the LUMO energy is -4.859 eV. The total energy is -287.1427 hartree. As for the relative energy (zero: lowest compared OMol25 entry of this formula, charge and spin): 33.7 kcal/mol.

=====

# 3
The following is a DFT calculation (ωB97M-V/def2-TZVPD) of a cluster of 2 separate species, C2H10NO2 in total in a non-equilibrium geometry.

```
15
C2H10NO2 (ωB97M-V/def2-TZVPD)
C 1.11357 -1.17150 0.74059
O 1.03650 -2.31203 1.51732
C -0.15226 -0.82257 -0.03568
N 0.22127 0.30976 -0.96974
H 1.98764 -1.29108 0.10737
H 1.29930 -0.26579 1.34479
H 0.16458 -2.40689 1.92091
H -0.50693 -1.61024 -0.70468
H -0.91065 -0.34241 0.56697
H 1.01790 0.22436 -1.61605
H 0.48311 1.14269 -0.43760
H -0.59427 0.56733 -1.52308
H -2.45191 2.42462 -0.47360
H -1.21401 3.06800 0.13928
O -1.49385 2.48575 -0.57677
```

The calculation puts the highest occupied orbital energy at -14.72 eV. As for the orbital gap: 11.083 eV. The charge is +1. The value obtained for the LUMO energy is -3.633 eV. The total energy is -287.1691 hartree. As for the relative energy (zero: lowest compared OMol25 entry of this formula, charge and spin): 17.1 kcal/mol.

=====

# 4
The following is a DFT calculation (ωB97M-V/def2-TZVPD) of a cluster of 3 separate species, C2H10NO2 in total in a non-equilibrium geometry.

```
15
C2H10NO2 (ωB97M-V/def2-TZVPD)
C 0.39158 0.05192 -1.65886
C 1.20758 1.70175 0.04529
N 1.04793 0.50223 -0.39787
H -0.25096 -0.90226 -1.59063
H 1.14134 -0.22092 -2.51959
H -0.25457 0.75612 -2.15112
H 0.73200 2.63332 -0.37975
H 1.59498 1.65697 1.07303
H 1.20967 -0.16141 0.26433
H 1.29261 -3.51629 2.22638
H 0.14420 -3.10665 2.91665
O 0.74731 -2.72002 2.28378
H -3.27663 0.95768 0.64985
H -3.09874 1.09763 -0.78804
O -2.62830 1.26991 0.02656
```

The calculation puts the highest occupied orbital energy at -14.73 eV. As for the orbital gap: 9.497 eV. The charge is +1. The value obtained for the LUMO energy is -5.231 eV. The total energy is -287.1283 hartree. As for the relative energy (zero: lowest compared OMol25 entry of this formula, charge and spin): 42.7 kcal/mol.